[1]
7 unconnected molecules or ions with the total composition H14O7. Source: OMol25; level of theory: wB97M-V/def2-TZVPD.

Results
Gap between HOMO and LUMO, Ha: 0.383
Energy relative to the best compared isomer or geometry (same formula, charge and spin), kcal per mole: 79.7
Lowest unoccupied orbital energy, eV: -0.10
Net charge: 0
Calculated total energy, Ha: -534.9968
SMILES: O.O.O.O.O.O.O

Atoms and positions in Å:
O1 -0.486 -0.367 -1.360
H1 0.278 -0.139 -0.778
H2 -0.550 0.297 -1.946
O2 -4.045 -0.385 0.963
H3 -3.509 -1.154 1.158
H4 -4.864 -0.448 1.515
O3 3.851 -2.661 0.257
H5 3.542 -3.589 0.117
H6 3.466 -2.436 1.114
O4 -4.520 -0.425 -1.434
H7 -5.167 -0.826 -2.071
H8 -4.764 -0.764 -0.564
O5 -0.256 2.277 1.989
H9 0.453 2.895 1.768
H10 0.356 1.493 2.274
O6 2.851 -0.319 0.018
H11 2.061 -0.964 -0.098
H12 3.250 -0.403 0.883
O7 2.685 2.774 -1.673
H13 2.716 1.869 -1.379
H14 2.651 3.275 -0.753

Results of the natural (NBO) charge analysis, in e, for atoms 1 through 6:
1. O -0.922
2. H 0.454
3. H 0.467
4. O -0.927
5. H 0.479
6. H 0.474

***

[2]
2 unconnected molecules or ions with the total composition C9H23FN2OP. Source: OMol25; level of theory: wB97M-V/def2-TZVPD.

Results
Gap between HOMO and LUMO, Ha: 0.350
Lowest unoccupied orbital energy, eV: -3.11
Net charge: +1
Calculated total energy, Ha: -982.5064

Atoms and positions in Å:
C1 2.284 -0.179 0.505
C2 2.858 1.221 0.151
C3 2.637 1.620 -1.326
C4 1.296 2.389 -1.556
P1 -0.136 1.230 -1.571
F1 0.453 -0.173 -1.873
C5 -0.966 1.369 0.042
C6 -1.838 2.666 -0.016
C7 -1.842 0.137 0.450
C8 -2.357 -0.725 -0.723
H1 2.488 -0.881 -0.317
H2 1.188 -0.076 0.533
H3 2.643 -0.583 1.453
H4 2.408 1.940 0.853
H5 3.943 1.200 0.334
H6 3.452 2.288 -1.641
H7 2.717 0.745 -1.985
H8 1.129 3.116 -0.747
H9 1.323 2.986 -2.481
H10 -1.054 1.604 -2.573
H11 -0.214 1.522 0.832
H12 -2.520 2.740 0.833
H13 -2.402 2.656 -0.966
H14 -1.209 3.569 -0.080
H15 -1.320 -0.464 1.209
H16 -2.731 0.539 0.958
H17 -3.050 -1.464 -0.293
H18 -2.977 -0.120 -1.404
H19 -1.582 -1.301 -1.243
C9 -0.242 -3.318 1.703
O1 0.548 -2.433 1.992
N1 -1.294 -3.650 2.505
N2 -0.137 -4.047 0.554
H20 -1.953 -4.375 2.289
H21 -1.399 -3.135 3.360
H22 0.628 -3.831 -0.058
H23 -0.773 -4.780 0.299

Results of the natural (NBO) charge analysis, in e, for atoms 1 through 6:
1. C -0.591
2. C -0.415
3. C -0.406
4. C -0.759
5. P 1.721
6. F -0.505

***

[3]
A molecular structure, C36H29N3O2P2RuTe. Source: OMol25; level of theory: wB97M-V/def2-TZVPD.

Results
2S+1: 5
Gap between HOMO and LUMO (alpha / beta), Ha: 0.261 / 0.235
Energy relative to the best compared isomer or geometry (same formula, charge and spin), kcal per mole: 0.0
Lowest unoccupied orbital energy (alpha / beta), eV: -6.26 / -7.73
Net charge: +2
Calculated total energy, Ha: -2748.8740

Atoms and positions in Å:
Ru1 0.205 -0.990 -0.911
O1 0.447 -2.912 -0.498
N1 1.208 -3.590 -1.320
N2 1.695 -2.901 -2.243
O2 1.459 -1.589 -2.339
C1 2.539 -3.498 -3.252
C2 2.278 -4.800 -3.645
C3 3.111 -5.364 -4.598
C4 4.162 -4.627 -5.130
C5 4.391 -3.320 -4.719
C6 3.573 -2.734 -3.767
H1 1.451 -5.353 -3.224
H2 2.934 -6.377 -4.931
H3 4.805 -5.075 -5.874
H4 5.211 -2.757 -5.143
H5 3.727 -1.717 -3.437
Te1 -0.450 3.560 1.086
C7 -0.843 3.285 3.128
C8 -0.032 3.867 4.090
C9 -0.375 3.677 5.425
N3 -1.428 2.971 5.823
C10 -2.203 2.437 4.883
C11 -1.962 2.563 3.523
C12 -0.691 1.642 0.528
P1 0.104 0.151 1.150
C13 -0.321 -0.312 2.817
C14 -1.352 -1.222 3.048
C15 -1.733 -1.507 4.351
C16 -1.082 -0.892 5.412
C17 -0.040 -0.001 5.183
C18 0.347 0.291 3.887
C19 1.905 0.263 1.004
C20 2.505 1.122 0.076
C21 3.875 1.076 -0.130
C22 4.652 0.177 0.586
C23 4.062 -0.687 1.504
C24 2.695 -0.657 1.709
P2 -0.899 1.138 -1.174
C25 -1.570 2.411 -2.234
C26 -0.770 3.018 -3.201
C27 -1.290 4.048 -3.971
C28 -2.596 4.467 -3.766
C29 -3.392 3.861 -2.799
C30 -2.886 2.830 -2.028
C31 -2.174 -0.183 -1.116
C32 -2.278 -0.999 -2.258
C33 -3.223 -2.016 -2.306
C34 -4.077 -2.212 -1.232
C35 -3.993 -1.396 -0.105
C36 -3.046 -0.392 -0.040
H6 0.848 4.444 3.837
H7 0.235 4.113 6.208
H8 -3.064 1.877 5.231
H9 -2.634 2.111 2.805
H10 -1.841 -1.720 2.220
H11 -2.526 -2.217 4.539
H12 -1.380 -1.116 6.428
H13 0.467 0.466 6.017
H14 1.165 0.979 3.711
H15 1.911 1.847 -0.467
H16 4.334 1.750 -0.841
H17 5.723 0.151 0.436
H18 4.672 -1.384 2.061
H19 2.241 -1.342 2.414
H20 0.248 2.684 -3.362
H21 -0.678 4.518 -4.728
H22 -3.003 5.270 -4.367
H23 -4.412 4.191 -2.653
H24 -3.513 2.353 -1.285
H25 -1.653 -0.809 -3.127
H26 -3.301 -2.638 -3.187
H27 -4.821 -2.997 -1.271
H28 -4.678 -1.548 0.720
H29 -2.978 0.241 0.837

Results of the Löwdin charge analysis, in e, for atoms 1 through 6:
1. Ru 1.179
2. O -0.258
3. N 0.056
4. N -0.177
5. O -0.215
6. C -0.181

***

[4]
A molecular structure, C3H3AgN3O3S. Source: OMol25; level of theory: wB97M-V/def2-TZVPD.

Results
Gap between HOMO and LUMO, Ha: 0.330
Lowest unoccupied orbital energy, eV: 3.23
Net charge: -1
Calculated total energy, Ha: -1051.3478

Atoms and positions in Å:
Ag1 -1.085 0.153 -0.644
N1 3.231 5.000 -0.782
C1 2.245 4.434 -0.580
N2 1.122 3.902 -0.267
C2 0.444 2.906 -0.554
N3 -0.339 2.044 -0.734
C3 0.099 -2.274 0.925
S1 -1.470 -2.360 -0.012
O1 -1.962 -3.706 0.149
O2 -1.111 -2.004 -1.393
O3 -2.320 -1.329 0.596
H1 0.673 -3.165 0.702
H2 -0.155 -2.224 1.976
H3 0.630 -1.375 0.617

Results of the natural (NBO) charge analysis, in e, for atoms 1 through 6:
1. Ag 0.814
2. N -0.509
3. C 0.453
4. N -0.684
5. C 0.594
6. N -0.755